# 1
{
  "formula": "C8H22N2O2Rb",
  "method": "wB97M-V/def2-TZVPD",
  "e_lumo_ev": [-6.139, -11.875],
  "multiplicity": 2,
  "total_charge": 2,
  "gap_ev": [9.44, 3.70],
  "homo_energy_ev": [-15.581, -15.575],
  "elements": ["Rb", "C", "C", "C", "O", "C", "N", "H", "H", "H", "H", "H", "H", "H", "H", "H", "H", "H", "C", "C", "C", "O", "C", "N", "H", "H", "H", "H", "H", "H", "H", "H", "H", "H", "H"],
  "xyz": [[2.06, -0.96, 1.73], [-1.02, -1.84, 3.87], [-1.61, -1.61, 2.43], [-1.92, -0.04, 2.28], [-2.63, 0.04, 1.11], [-3.09, 1.34, 0.74], [-0.57, -2.03, 1.56], [-0.21, -1.14, 4.11], [-0.64, -2.86, 3.93], [-1.84, -1.66, 4.57], [-2.52, -2.22, 2.47], [-1.00, 0.53, 2.19], [-2.57, 0.25, 3.10], [-3.79, 1.79, 1.45], [-3.59, 1.21, -0.22], [-2.37, 2.11, 0.51], [-0.99, -2.34, 0.69], [-0.22, -2.91, 1.92], [3.24, 0.34, -3.24], [2.67, 0.40, -1.82], [1.16, 0.68, -1.84], [0.84, 2.04, -2.06], [-0.54, 2.30, -2.51], [2.69, -0.87, -1.13], [3.40, 1.39, -3.49], [2.74, -0.17, -4.07], [4.28, 0.02, -3.26], [3.03, 1.19, -1.17], [0.74, 0.49, -0.86], [0.66, 0.12, -2.63], [-0.59, 3.38, -2.62], [-1.27, 1.94, -1.78], [-0.69, 1.69, -3.40], [2.56, -1.60, -1.82], [3.60, -1.00, -0.72]]
}



# 2
{
  "formula": "C8H22N2O6SZn",
  "method": "wB97M-V/def2-TZVPD",
  "e_lumo_ev": -3.226,
  "gap_ev": 4.08,
  "homo_energy_ev": -7.311,
  "elements": ["Zn", "S", "O", "O", "O", "O", "C", "C", "C", "O", "C", "N", "H", "H", "H", "H", "H", "H", "H", "H", "H", "H", "H", "C", "C", "C", "O", "C", "N", "H", "H", "H", "H", "H", "H", "H", "H", "H", "H", "H"],
  "xyz": [[0.46, -0.36, 0.79], [1.68, -1.40, 3.98], [1.94, -2.82, 3.98], [2.34, -0.71, 2.85], [0.31, -1.25, 3.52], [1.97, -0.74, 5.27], [-4.33, 1.92, 0.26], [-2.81, 1.90, 0.25], [-2.14, 2.78, 1.31], [-0.82, 2.43, 1.50], [-0.13, 3.20, 2.55], [-2.44, 0.43, 0.38], [-4.74, 1.47, 1.16], [-4.80, 1.36, -0.56], [-4.71, 2.94, 0.31], [-2.35, 2.11, -0.72], [-2.76, 2.98, 2.18], [-2.10, 3.78, 0.87], [-0.53, 3.02, 3.54], [-0.16, 4.27, 2.34], [0.90, 2.84, 2.62], [-3.20, 0.08, 0.95], [-2.77, -0.01, -0.46], [2.63, -3.70, -2.36], [2.09, -2.48, -1.81], [2.11, -1.32, -2.75], [1.51, -0.31, -1.99], [1.23, 0.87, -2.77], [0.88, -2.76, -1.00], [2.84, -4.39, -1.54], [3.60, -3.58, -2.84], [1.94, -4.28, -2.97], [2.86, -2.21, -1.08], [1.59, -1.51, -3.68], [3.18, -1.12, -2.90], [0.63, 0.63, -3.65], [2.13, 1.11, -3.32], [0.84, 1.60, -2.06], [0.24, -3.15, -1.67], [0.88, -3.61, -0.46]]
}



# 3
{
  "formula": "C8H22N4",
  "method": "wB97M-V/def2-TZVPD",
  "e_lumo_ev": [-6.326, -10.855],
  "multiplicity": 3,
  "total_charge": 2,
  "gap_ev": [7.37, 6.52],
  "homo_energy_ev": [-13.701, -17.372],
  "elements": ["C", "C", "C", "C", "C", "C", "C", "C", "N", "N", "N", "N", "H", "H", "H", "H", "H", "H", "H", "H", "H", "H", "H", "H", "H", "H", "H", "H", "H", "H", "H", "H", "H", "H"],
  "xyz": [[-0.01, -0.26, 0.12], [1.16, -2.35, 0.76], [-0.52, -2.29, -0.93], [-3.00, -0.20, 0.84], [-2.93, 1.48, -0.85], [2.24, 1.05, 1.38], [1.37, 2.09, -0.61], [2.55, 0.03, -0.87], [-0.86, 0.66, 0.03], [0.08, -1.58, 0.16], [-2.19, 0.86, 0.30], [1.68, 0.81, 0.03], [1.42, -3.21, 0.11], [2.04, -1.69, 0.92], [0.77, -2.77, 1.70], [-1.27, -3.03, -0.33], [-1.18, -1.71, -1.65], [0.18, -2.75, -1.66], [-3.19, -0.89, 0.03], [-2.60, -0.74, 1.78], [-3.95, 0.05, 1.24], [-2.95, 0.71, -1.75], [-3.92, 1.72, -0.51], [-2.45, 2.38, -1.11], [2.09, 0.12, 1.84], [3.41, 1.13, 1.27], [1.83, 1.91, 1.99], [2.44, 2.64, -0.49], [1.08, 2.02, -1.61], [0.52, 2.52, 0.10], [3.14, -0.76, -0.34], [1.93, -0.30, -1.68], [3.32, 0.82, -1.27], [-2.22, 1.53, 1.09]]
}



# 4
{
  "formula": "C8H22NO3Si",
  "method": "wB97M-V/def2-TZVPD",
  "e_lumo_ev": -2.530,
  "total_charge": 1,
  "gap_ev": 11.22,
  "homo_energy_ev": -13.755,
  "elements": ["C", "C", "C", "C", "C", "C", "C", "C", "N", "O", "O", "O", "Si", "H", "H", "H", "H", "H", "H", "H", "H", "H", "H", "H", "H", "H", "H", "H", "H", "H", "H", "H", "H", "H", "H"],
  "xyz": [[0.45, 1.13, 1.82], [-2.04, 1.51, 0.09], [-2.68, -0.16, 1.79], [-2.21, -0.83, -0.43], [1.44, -2.92, -1.50], [1.14, 1.54, -2.64], [3.55, -0.20, 0.55], [-0.10, 0.02, 1.03], [-1.89, 0.12, 0.61], [0.97, -1.84, -0.69], [0.51, 0.56, -1.85], [2.44, 0.38, -0.22], [1.02, -0.25, -0.53], [0.36, 2.08, 1.20], [-0.14, 1.18, 2.78], [1.44, 0.81, 2.14], [-1.43, 1.83, -0.67], [-3.16, 1.72, -0.32], [-1.82, 2.26, 0.77], [-2.18, 0.39, 2.51], [-3.74, 0.29, 1.57], [-2.54, -1.16, 1.99], [-2.84, -0.53, -1.22], [-1.36, -1.07, -1.09], [-2.60, -1.75, -0.17], [2.03, -2.56, -2.24], [0.63, -3.46, -1.86], [1.99, -3.36, -0.77], [1.29, 2.43, -2.16], [0.50, 1.53, -3.67], [2.10, 1.09, -2.90], [3.29, -0.74, 1.50], [4.09, 0.67, 1.00], [4.24, -0.90, 0.05], [-0.36, -0.85, 1.50]]
}



# 5
{
  "formula": "C8H22NSi",
  "method": "wB97M-V/def2-TZVPD",
  "e_lumo_ev": -2.289,
  "total_charge": 1,
  "gap_ev": 10.79,
  "homo_energy_ev": -13.082,
  "elements": ["C", "C", "C", "C", "C", "C", "C", "C", "N", "Si", "H", "H", "H", "H", "H", "H", "H", "H", "H", "H", "H", "H", "H", "H", "H", "H", "H", "H", "H", "H", "H", "H"],
  "xyz": [[0.75, 2.19, 1.41], [0.37, -1.17, -1.99], [2.52, -0.52, -1.28], [1.16, -2.02, 0.19], [-2.83, 0.90, -1.17], [-2.27, 0.20, 2.06], [1.12, 0.74, 1.16], [0.37, 0.21, -0.10], [1.11, -0.89, -0.73], [-2.05, -0.08, 0.22], [1.46, 2.84, 1.10], [0.62, 2.16, 2.45], [-0.14, 2.39, 1.00], [1.12, -1.74, -2.57], [-0.59, -1.70, -1.91], [-0.03, -0.21, -2.53], [3.16, -0.41, -0.48], [2.95, -1.32, -1.90], [2.41, 0.54, -1.59], [1.57, -2.89, -0.44], [1.70, -1.74, 0.98], [0.22, -2.12, 0.54], [-3.82, 0.99, -1.04], [-2.62, 1.97, -1.17], [-2.56, 0.61, -2.17], [-1.67, -0.54, 2.67], [-2.17, 1.22, 2.46], [-3.27, -0.07, 2.53], [0.82, -0.01, 1.97], [2.16, 0.85, 1.02], [0.44, 1.11, -0.79], [-2.00, -1.50, 0.10]]
}



# 6
{
  "formula": "C8H22NSi2",
  "method": "wB97M-V/def2-TZVPD",
  "e_lumo_ev": [-5.000, -5.000],
  "total_charge": 1,
  "gap_ev": [4.93, 4.93],
  "homo_energy_ev": [-9.932, -9.932],
  "elements": ["C", "C", "C", "C", "C", "C", "C", "C", "N", "Si", "Si", "H", "H", "H", "H", "H", "H", "H", "H", "H", "H", "H", "H", "H", "H", "H", "H", "H", "H", "H", "H", "H", "H"],
  "xyz": [[0.58, -2.39, -4.14], [3.94, -0.22, -1.11], [-2.57, 0.54, 4.91], [-3.34, 3.08, 3.43], [-0.06, -0.12, 0.83], [-0.74, 0.98, -1.91], [1.76, -1.44, -4.00], [2.95, -1.32, -0.86], [1.68, -1.18, -1.51], [-2.06, 1.67, 3.52], [0.45, -0.17, -1.05], [0.42, -2.56, -5.17], [0.97, -3.26, -3.77], [-0.28, -1.88, -3.66], [4.38, -0.23, -2.13], [3.49, 0.75, -1.10], [4.64, -0.34, -0.38], [-2.30, 1.08, 5.88], [-3.60, 0.56, 4.98], [-2.01, -0.39, 4.80], [-3.79, 3.20, 4.48], [-3.18, 4.03, 2.88], [-4.30, 2.75, 2.88], [-0.63, -1.13, 0.98], [0.85, -0.01, 1.49], [-0.77, 0.74, 1.16], [-1.22, 0.43, -2.83], [-1.47, 1.29, -1.13], [-0.33, 2.03, -2.27], [1.66, -0.33, -4.12], [2.76, -1.68, -4.06], [2.79, -1.53, 0.28], [3.45, -2.22, -1.16]]
}



What are the E_tot values for these records? In order: -16364.49876, -83163.60164, -14587.82575, -24156.20721, -18010.92739, -25885.75731 eV.